# 1
This record from the Open Molecules 2025 dataset describes a structure of composition C14H35BeN3O9. The level of theory is ωB97M-V with the def2-TZVPD basis set.

Structure (XYZ):
```
62
C14H35BeN3O9 ωB97M-V with the def2-TZVPD basis set
Be -0.494 0.728 0.485
O -4.462 1.861 1.768
C -3.278 1.957 2.494
O -2.183 1.609 1.959
O -3.367 2.335 3.669
H -4.943 2.143 2.586
O -0.453 -2.223 4.100
C -0.506 -0.954 3.542
O -0.409 0.044 4.240
O -0.566 -0.963 2.257
H -0.462 -2.719 3.267
C -1.286 1.706 -2.599
C -1.988 2.256 -1.380
C -3.126 1.385 -0.880
O -2.437 0.191 -0.693
C -3.195 -0.793 0.008
N -0.983 2.359 -0.268
H -1.869 1.741 -3.521
H -0.917 0.687 -2.506
H -0.376 2.286 -2.796
H -2.427 3.198 -1.733
H -4.034 1.339 -1.488
H -3.436 1.715 0.113
H -2.720 -1.755 -0.174
H -4.153 -1.022 -0.477
H -3.300 -0.517 1.055
H -0.249 2.895 -0.740
H -1.373 3.050 0.371
C 2.573 -0.129 1.858
C 2.305 1.353 1.693
C 2.622 1.784 0.270
O 1.750 1.092 -0.609
C 2.121 1.367 -1.942
N 0.918 1.660 2.045
H 3.609 -0.395 1.623
H 1.943 -0.805 1.286
H 2.492 -0.443 2.903
H 2.968 1.955 2.328
H 3.661 1.707 -0.047
H 2.339 2.849 0.264
H 1.337 1.162 -2.661
H 3.015 0.826 -2.265
H 2.328 2.439 -2.063
H 0.760 1.152 2.923
H 0.888 2.661 2.206
C -0.732 -3.439 -0.531
C 0.397 -2.442 -0.687
C 1.622 -3.037 -1.384
O 2.466 -2.008 -1.892
C 3.770 -2.450 -2.198
N 0.013 -1.083 -1.232
H -1.267 -3.131 0.370
H -0.408 -4.468 -0.385
H -1.473 -3.387 -1.332
H 0.766 -2.174 0.306
H 1.381 -3.625 -2.281
H 2.108 -3.700 -0.663
H 4.404 -1.566 -2.142
H 3.873 -2.915 -3.185
H 4.138 -3.200 -1.491
H -0.596 -1.242 -2.038
H 0.902 -0.907 -1.707
```

The lowest unoccupied orbital energy comes out at -0.08 eV. As for the total energy: -38384.560 eV. The HOMO energy comes out at -7.90 eV. The value obtained for the gap between HOMO and LUMO is 7.8 eV. The calculation puts the energy above the lowest of the compared OMol25 structures with the same formula, charge and spin at 0.00 kJ/mol. Its spin multiplicity is 1.

---

# 2
This record from the Open Molecules 2025 dataset describes a cluster of 11 separate species, C10H40BrN20O10 in total. The level of theory is ωB97M-V with the def2-TZVPD basis set.

Structure (XYZ):
```
81
C10H40BrN20O10 ωB97M-V with the def2-TZVPD basis set
Br -0.524 -0.500 0.461
C -2.440 -2.187 -2.934
O -1.889 -1.650 -3.811
N -1.899 -3.103 -2.270
N -3.522 -1.816 -2.327
H -0.914 -3.019 -2.478
H -2.246 -3.351 -1.354
H -3.946 -0.927 -2.553
H -3.911 -2.393 -1.595
C -2.026 1.825 -3.688
O -1.877 3.033 -3.497
N -2.503 1.331 -4.778
N -1.415 0.922 -2.901
H -2.249 0.353 -4.801
H -3.247 1.788 -5.285
H -1.049 1.260 -2.023
H -1.654 -0.039 -3.100
C 4.896 0.797 3.595
O 5.544 0.655 4.657
N 5.268 0.893 2.356
N 3.572 0.777 3.585
H 6.204 1.170 2.100
H 4.576 1.108 1.652
H 3.122 0.808 2.681
H 3.067 0.874 4.454
C 2.859 1.970 0.392
O 4.038 2.302 0.507
N 1.966 2.215 1.275
N 2.388 1.385 -0.694
H 1.081 1.729 1.307
H 2.283 2.811 2.026
H 1.455 1.002 -0.738
H 2.912 1.419 -1.557
C -4.763 -0.580 0.785
O -5.943 -0.697 0.933
N -4.127 0.548 0.406
N -3.888 -1.502 0.958
H -3.137 0.350 0.370
H -4.701 1.351 0.190
H -2.901 -1.292 1.004
H -4.368 -2.302 1.345
C 4.262 -2.203 0.444
O 4.918 -3.000 1.086
N 3.087 -1.613 0.668
N 4.851 -1.385 -0.329
H 2.811 -0.780 0.168
H 2.620 -1.857 1.530
H 5.853 -1.501 -0.377
H 4.207 -1.136 -1.067
C -0.898 -3.893 2.908
O -1.058 -4.822 3.654
N -0.283 -3.940 1.804
N -1.293 -2.699 3.205
H 0.246 -4.789 1.673
H -0.218 -3.143 1.187
H -1.983 -2.572 3.932
H -1.072 -2.074 2.443
C -3.593 1.240 3.930
O -4.649 1.202 4.495
N -2.627 0.389 3.980
N -3.116 2.280 3.349
H -1.722 0.412 3.532
H -2.800 -0.442 4.528
H -3.776 3.041 3.282
H -2.248 2.329 2.835
C 1.674 -2.281 -3.220
O 0.838 -3.156 -3.152
N 2.583 -2.217 -4.095
N 1.683 -1.258 -2.368
H 2.710 -3.013 -4.703
H 3.090 -1.347 -4.181
H 2.362 -0.575 -2.671
H 0.945 -1.103 -1.696
C 0.204 5.004 -1.266
O 0.814 5.894 -0.763
N -0.263 4.869 -2.437
N -0.173 3.916 -0.645
H -0.938 4.129 -2.567
H -0.258 5.680 -3.038
H -0.889 3.333 -1.054
H 0.005 3.764 0.338
```

The lowest unoccupied orbital energy comes out at 1.67 eV. As for the total energy: -131346.836 eV. The HOMO energy comes out at -7.36 eV. The value obtained for the gap between HOMO and LUMO is 9.0 eV. As for the total charge: -1. Its spin multiplicity is 1.

---

# 3
This record from the Open Molecules 2025 dataset describes a cluster of 2 separate species, C3H3N2OS in total. The level of theory is ωB97M-V with the def2-TZVPD basis set.

Structure (XYZ):
```
10
C3H3N2OS ωB97M-V with the def2-TZVPD basis set
C 0.297 1.471 1.038
C 1.119 0.451 1.535
C -0.216 -0.145 -0.419
N -0.512 1.040 -0.013
N -1.118 -1.158 -2.228
O -0.362 -2.135 -2.524
S 0.942 -0.966 0.566
H 0.087 2.472 1.237
H 1.747 0.494 2.501
H -1.984 -1.523 -1.691
```

The lowest unoccupied orbital energy (alpha / beta) comes out at 3.58 / 3.56 eV. As for the total energy: -19017.490 eV. The HOMO energy (alpha / beta) comes out at -1.39 / -2.69 eV. The value obtained for the gap between HOMO and LUMO (alpha / beta) is 5.0 / 6.2 eV. The calculation puts the energy above the lowest of the compared OMol25 structures with the same formula, charge and spin at 190.52 kJ/mol. As for the total charge: -1. Its spin multiplicity is 3.

---

Repeat the first record exactly.
This record from the Open Molecules 2025 dataset describes a structure of composition C14H35BeN3O9. The level of theory is ωB97M-V with the def2-TZVPD basis set.

Structure (XYZ):
```
62
C14H35BeN3O9 ωB97M-V with the def2-TZVPD basis set
Be -0.494 0.728 0.485
O -4.462 1.861 1.768
C -3.278 1.957 2.494
O -2.183 1.609 1.959
O -3.367 2.335 3.669
H -4.943 2.143 2.586
O -0.453 -2.223 4.100
C -0.506 -0.954 3.542
O -0.409 0.044 4.240
O -0.566 -0.963 2.257
H -0.462 -2.719 3.267
C -1.286 1.706 -2.599
C -1.988 2.256 -1.380
C -3.126 1.385 -0.880
O -2.437 0.191 -0.693
C -3.195 -0.793 0.008
N -0.983 2.359 -0.268
H -1.869 1.741 -3.521
H -0.917 0.687 -2.506
H -0.376 2.286 -2.796
H -2.427 3.198 -1.733
H -4.034 1.339 -1.488
H -3.436 1.715 0.113
H -2.720 -1.755 -0.174
H -4.153 -1.022 -0.477
H -3.300 -0.517 1.055
H -0.249 2.895 -0.740
H -1.373 3.050 0.371
C 2.573 -0.129 1.858
C 2.305 1.353 1.693
C 2.622 1.784 0.270
O 1.750 1.092 -0.609
C 2.121 1.367 -1.942
N 0.918 1.660 2.045
H 3.609 -0.395 1.623
H 1.943 -0.805 1.286
H 2.492 -0.443 2.903
H 2.968 1.955 2.328
H 3.661 1.707 -0.047
H 2.339 2.849 0.264
H 1.337 1.162 -2.661
H 3.015 0.826 -2.265
H 2.328 2.439 -2.063
H 0.760 1.152 2.923
H 0.888 2.661 2.206
C -0.732 -3.439 -0.531
C 0.397 -2.442 -0.687
C 1.622 -3.037 -1.384
O 2.466 -2.008 -1.892
C 3.770 -2.450 -2.198
N 0.013 -1.083 -1.232
H -1.267 -3.131 0.370
H -0.408 -4.468 -0.385
H -1.473 -3.387 -1.332
H 0.766 -2.174 0.306
H 1.381 -3.625 -2.281
H 2.108 -3.700 -0.663
H 4.404 -1.566 -2.142
H 3.873 -2.915 -3.185
H 4.138 -3.200 -1.491
H -0.596 -1.242 -2.038
H 0.902 -0.907 -1.707
```

The lowest unoccupied orbital energy comes out at -0.08 eV. As for the total energy: -38384.560 eV. The HOMO energy comes out at -7.90 eV. The value obtained for the gap between HOMO and LUMO is 7.8 eV. The calculation puts the energy above the lowest of the compared OMol25 structures with the same formula, charge and spin at 0.00 kJ/mol. Its spin multiplicity is 1.